1.
The following is a quantum chemistry calculation of 14 unconnected molecules or ions with the total composition C17H62N4O14, from the Open Molecules 2025 dataset.

```
! RIJCOSX wB97M-V def2-TZVPD def2/J DEFGRID3
* xyz 0 1
C -3.85569 4.01634 -0.12208
C -3.27182 2.90040 0.74020
O -4.06569 2.62158 1.86166
H -2.98535 4.48466 -0.65489
H -4.30274 4.83199 0.33165
H -4.59426 3.60025 -0.85249
H -2.40168 3.35604 1.11543
H -2.90980 1.96711 0.26303
H -4.69095 2.00112 1.64897
C 2.70489 -0.25207 5.08376
C 2.46273 -1.28491 3.95006
O 2.39593 -0.45377 2.86487
H 3.49265 0.44091 4.97983
H 3.02879 -0.83484 5.95587
H 1.76850 0.28134 5.28974
H 1.48173 -1.70612 4.01164
H 3.23045 -2.05270 3.81519
H 3.28246 -0.36011 2.62270
C 1.33542 -2.87475 -3.37936
C 1.96374 -1.53236 -3.85739
O 1.88674 -1.57704 -5.25610
H 0.31642 -2.97393 -3.72390
H 1.30453 -3.02805 -2.36344
H 1.92760 -3.68063 -3.82391
H 2.97493 -1.45144 -3.47917
H 1.27933 -0.73932 -3.53837
H 1.03445 -1.37313 -5.57210
C -1.14190 1.02348 2.81619
O -0.90690 1.22648 1.47618
N -2.20877 1.40873 3.44860
N -0.18938 0.60034 3.58915
H -2.88898 1.84737 2.79517
H -2.48324 1.13522 4.44869
H 0.58637 0.16872 3.12585
H -0.43124 0.41020 4.57829
C -1.50128 -3.53105 -1.84457
O -1.87079 -4.54192 -2.67528
N -1.42935 -2.24037 -2.18005
N -1.12092 -3.75885 -0.60311
H -1.59838 -2.07325 -3.18104
H -0.91157 -1.50182 -1.69570
H -1.26079 -4.77739 -0.33048
H -0.94196 -3.04567 0.09236
C 3.88581 -1.88770 -0.55703
O 5.22924 -2.35349 -0.34616
H 3.31628 -2.54424 -1.24405
H 3.88901 -0.92005 -1.06625
H 3.36765 -1.84452 0.35138
H 5.21148 -3.24417 -0.05264
C 0.20440 4.57166 0.65819
O -0.25375 3.46472 -0.10294
H -0.67645 5.01516 1.04219
H 0.85227 5.30517 0.12776
H 0.82360 4.24242 1.54041
H -0.41169 2.73990 0.53053
C 3.08940 2.53678 -0.04313
O 3.92597 1.39388 0.29829
H 2.25874 2.17443 -0.59050
H 3.62616 3.24475 -0.57606
H 2.73777 3.07480 0.91972
H 4.00672 0.92320 -0.51581
C 1.26040 2.98176 -3.16759
O 1.44266 1.73100 -3.72013
H 0.95144 2.96580 -2.13549
H 0.45010 3.48467 -3.72744
H 2.16791 3.57596 -3.23739
H 2.27944 1.34604 -3.37707
C -1.97645 1.50251 -2.67853
O -1.52704 0.77623 -3.84675
H -3.05322 1.80479 -2.67471
H -1.33240 2.37576 -2.56470
H -1.74435 0.91574 -1.74957
H -0.67828 1.11232 -4.17219
C 1.00935 -0.29303 -0.52825
O -0.31648 -0.59247 -0.22416
H 0.98286 0.55109 -1.21465
H 1.42309 -1.13668 -1.02379
H 1.70659 -0.12709 0.30153
H -0.61983 0.07991 0.44939
C -2.09126 -1.94105 2.70325
O -2.77924 -2.93947 1.93070
H -1.38136 -1.45748 2.10288
H -1.56735 -2.31477 3.59961
H -2.77346 -1.25088 3.09750
H -3.02743 -2.39783 1.17543
C 0.77451 -3.21075 1.77856
O 1.26276 -3.75234 0.55404
H 0.66871 -2.06726 1.72091
H 1.44247 -3.41141 2.62973
H -0.09784 -3.56009 2.11448
H 0.50455 -3.84829 -0.02520
C -4.11817 -0.39944 -1.06449
O -3.06478 -0.97028 -0.32236
H -5.06297 -0.92599 -0.88504
H -3.91107 -0.51153 -2.11936
H -4.32880 0.68001 -0.86781
H -2.45188 -1.34495 -0.97692
*
```

Properties
**DFT total energy**: -1957.05469 Ha
**Kohn-Sham gap**: 9.37 eV
**M**: 546.7 g/mol
**Largest force on an atom**: 6.7 eV/Å
**E_LUMO**: 0.0 eV
**Relative energy (zero: lowest compared OMol25 entry of this formula, charge and spin)**: 0.960 eV

Results of the Löwdin charge analysis, in e, for atoms 1 through 2: number 1, C, carries -0.05; number 2, C, carries -0.31

2.
The following is a quantum chemistry calculation of 2 unconnected molecules or ions with the total composition C3H9IN2OS, from the Open Molecules 2025 dataset.

```
! RIJCOSX wB97M-V def2-TZVPD def2/J DEFGRID3
* xyz 0 1
C 2.32652 -1.06995 1.77887
C -0.03032 1.68152 -0.55326
C -1.50276 -0.03759 -1.51397
N 1.42543 -0.35306 0.96497
N -0.24635 0.30372 -0.92653
O 0.32727 -2.17251 -0.47881
S 0.18603 -0.89049 0.21841
I -4.58242 0.10389 0.85512
H 2.54048 -2.07107 1.44095
H 1.79275 -1.14416 2.81368
H 3.21551 -0.40221 2.00422
H -0.89366 2.20086 0.03239
H 0.92550 1.81030 0.06804
H -0.06350 2.49172 -1.36090
H -2.28936 0.41495 -1.06543
H -1.68554 0.25952 -2.63441
H -1.44556 -1.12545 -1.64334
*
```

Properties
**DFT total energy**: -1000.16238 Ha
**Kohn-Sham gap (alpha / beta)**: 7.66 / 5.04 eV
**M**: 248.1 g/mol
**Largest force on an atom**: 4.9 eV/Å
**E_LUMO (alpha / beta)**: -1.4 / -3.4 eV
**Relative energy (zero: lowest compared OMol25 entry of this formula, charge and spin)**: 2.932 eV

Results of the Löwdin charge analysis, in e, for atoms 1 through 2: number 1, C, carries -0.20; number 2, C, carries -0.16

3.
The following is a quantum chemistry calculation of a molecular structure, C9H11CuN8S2, from the Open Molecules 2025 dataset.

```
! RIJCOSX wB97M-V def2-TZVPD def2/J DEFGRID3
* xyz 0 1
Cu 0.13166 -0.16186 0.27336
C 4.17055 3.49407 -1.19234
S 3.52442 2.08761 -2.11943
C 2.27277 1.46515 -1.06832
S 1.55716 0.00829 -1.60959
N 1.99933 2.19526 0.00741
N 1.14526 1.56509 0.83246
C 0.66813 2.15958 1.85144
C -0.17982 1.34888 2.75131
C -0.75337 1.89137 3.89417
C -1.52354 1.08503 4.71397
C -1.69910 -0.24783 4.37992
C -1.09604 -0.71269 3.22096
N -0.36099 0.05628 2.42125
H 4.88905 3.97994 -1.85270
H 3.36930 4.18011 -0.93553
H 4.66971 3.15377 -0.28819
H 0.87670 3.20513 2.07242
H -0.58768 2.93562 4.13059
H -1.97884 1.49169 5.60843
H -2.28339 -0.91322 5.00047
H -1.20510 -1.74704 2.91561
N -5.01113 -1.45613 0.14712
N -3.86968 -0.70066 -0.06014
N -3.90219 0.60677 -0.12664
C -2.60586 0.88014 -0.24524
N -1.85799 -0.23022 -0.25330
N -2.69440 -1.24586 -0.12668
H -5.78604 -0.95054 -0.26253
H -4.86841 -2.35910 -0.28699
H -2.20967 1.87718 -0.34355
*
```

Properties
**DFT total energy**: -3224.39501 Ha
**Kohn-Sham gap**: 6.80 eV
**M**: 358.9 g/mol
**Largest force on an atom**: 0.6 eV/Å
**E_LUMO**: -0.2 eV

Results of the Löwdin charge analysis, in e, for atoms 1 through 2: number 1, Cu, carries 0.09; number 2, C, carries -0.42

4.
The following is a quantum chemistry calculation of C5H10O2 in the gas phase, from the Open Molecules 2025 dataset.

```
! RIJCOSX wB97M-V def2-TZVPD def2/J DEFGRID3
* xyz 0 1
C -1.48335 1.60792 0.59036
C -0.29745 1.11915 0.22742
C 0.05036 -0.35071 0.24384
C 1.55747 -0.55098 0.17084
O 2.15431 0.09614 1.27560
C -0.60923 -1.12422 -0.92358
O -1.95166 -0.78464 -1.15740
H -1.69654 2.67299 0.55453
H -2.27654 0.95772 0.95583
H 0.48098 1.80532 -0.10723
H -0.31179 -0.77954 1.18637
H 1.92276 -0.12569 -0.78011
H 1.79159 -1.62806 0.15967
H 3.11150 0.05495 1.16544
H -0.00245 -0.99200 -1.83574
H -0.60736 -2.19302 -0.68838
H -1.98142 0.17896 -1.24839
*
```

Properties
**DFT total energy**: -346.94936 Ha
**Kohn-Sham gap**: 10.70 eV
**M**: 102.1 g/mol
**Largest force on an atom**: 0.4 eV/Å
**E_LUMO**: 0.8 eV
**Relative energy (zero: lowest compared OMol25 entry of this formula, charge and spin)**: 2.070 eV

Results of the Löwdin charge analysis, in e, for atoms 1 through 2: number 1, C, carries 0.01; number 2, C, carries -0.14

5.
The following is a quantum chemistry calculation of a molecular structure, C18H12AuN5OS2, from the Open Molecules 2025 dataset.

```
! RIJCOSX wB97M-V def2-TZVPD def2/J DEFGRID3
* xyz 0 3
Au 1.70124 0.18649 0.90356
C -2.03405 2.18854 1.01352
C -0.64595 1.72221 1.19988
N -0.32806 0.47248 0.90248
N -1.33201 -0.29560 0.50618
C -0.93647 -1.56988 0.12928
O 0.23115 -1.98340 0.13877
C -2.05924 -2.40894 -0.37643
C -1.74946 -3.74171 -0.63995
C -2.82172 -4.61021 -0.93297
C -4.10468 -4.10035 -1.11881
C -4.33849 -2.74386 -0.91942
C -3.32637 -1.90328 -0.59361
C 0.37231 2.59860 1.63763
C 0.13156 3.93304 2.05986
C 1.21077 4.71152 2.42782
C 2.46753 4.16433 2.40288
C 2.69533 2.81671 2.02809
N 1.65253 2.07265 1.77898
H -2.74434 1.38715 0.78936
H -2.07136 2.94556 0.23215
H -2.33694 2.68919 1.93843
H -0.76740 -4.18982 -0.51368
H -2.58546 -5.64373 -1.15140
H -4.90610 -4.74128 -1.52467
H -5.31269 -2.27292 -1.05986
H -3.59307 -0.85023 -0.52786
H -0.86982 4.33327 2.03673
H 1.00909 5.73841 2.69872
H 3.31330 4.82971 2.62653
H 3.68561 2.33441 1.90118
S 3.71031 -0.73621 0.15203
C 3.43529 -0.32365 -1.55493
S 2.65269 1.14030 -1.81897
C 3.90313 -1.15409 -2.60047
C 3.98183 -2.57930 -2.64793
N 4.08654 -3.75323 -2.76927
C 4.21739 -0.55570 -3.83862
N 4.40609 -0.10718 -4.91522
*
```

Properties
**DFT total energy**: -1974.05110 Ha
**Kohn-Sham gap (alpha / beta)**: 6.75 / 5.00 eV
**M**: 575.4 g/mol
**Largest force on an atom**: 4.2 eV/Å
**E_LUMO (alpha / beta)**: -1.6 / -3.3 eV
**Expectation value of S²**: 2.0378

Results of the Löwdin charge analysis, in e, for atoms 1 through 2: number 1, Au, carries 0.84; number 2, C, carries -0.03